Formula: C17H30Br2F6N2O3P
Source: the OMol25 dataset
Level of theory: the ωB97M-V functional and the def2-TZVPD basis

LUMO in eV: -2.204
HOMO energy in eV: -11.315
Electronic energy in eV: -192906.2221
SMILES: CCP(CC)[C@@H]1OC[C@@](CC[C@@](F)(Br)C(F)(F)Br)(CNC)[N@+]1(CCC(F)(F)F)COO
F_max in Eh/bohr: 0.028
Charge: +1

Bonds (Å) are listed after each position.
Geometry (Å):
1 C 4.416 2.010 1.182  C2 1.536, H32 1.090, H33 1.091, H34 1.089
2 C 3.430 0.949 0.674  C1 1.536, P3 1.830, H35 1.093, H36 1.091
3 P 2.362 1.604 -0.660  C2 1.830, C4 1.834, C6 1.846
4 C 2.701 0.833 -2.290  P3 1.834, C5 1.536, H37 1.095, H38 1.092
5 C 4.222 0.801 -2.498  C4 1.536, H39 1.090, H40 1.092, H41 1.089
6 C 0.577 1.573 -0.194  P3 1.846, O7 1.391, N22 1.631, H42 1.090
7 O 0.469 2.115 1.083  C6 1.391, C8 1.401
8 C 0.015 1.159 2.000  O7 1.401, C9 1.534, H43 1.097, H44 1.090
9 C -1.002 0.267 1.278  C8 1.534, C10 1.536, C19 1.551, N22 1.554
10 C -1.039 -1.065 2.044  C9 1.536, C11 1.533, H45 1.092, H46 1.083
11 C -2.002 -2.127 1.501  C10 1.533, C12 1.544, H47 1.088, H48 1.089
12 C -1.658 -3.554 1.979  C11 1.544, F13 1.357, Br14 1.942, C15 1.581
13 F -0.815 -3.471 3.039  C12 1.357
14 Br -3.272 -4.410 2.639  C12 1.942
15 C -0.990 -4.483 0.889  C12 1.581, F16 1.326, F17 1.346, Br18 1.936
16 F -1.551 -5.682 0.828  C15 1.326
17 F -1.152 -3.925 -0.325  C15 1.346
18 Br 0.900 -4.767 1.201  C15 1.936
19 C -2.420 0.884 1.406  C9 1.551, N20 1.456, H49 1.091, H50 1.096
20 N -2.492 2.309 1.111  C19 1.456, C21 1.468, H51 1.012
21 C -3.784 2.738 0.563  N20 1.468, H52 1.095, H53 1.092, H54 1.090
22 N -0.439 0.297 -0.170  C6 1.631, C9 1.554, C23 1.527, C29 1.527
23 C -1.520 0.661 -1.185  N22 1.527, C24 1.535, H55 1.083, H56 1.088
24 C -1.046 0.760 -2.641  C23 1.535, C25 1.530, H57 1.089, H58 1.089
25 C -1.385 -0.422 -3.551  C24 1.530, F26 1.337, F27 1.350, F28 1.351
26 F -1.804 -0.002 -4.749  C25 1.337
27 F -0.311 -1.215 -3.750  C25 1.350
28 F -2.352 -1.211 -3.031  C25 1.351
29 C 0.149 -0.991 -0.741  N22 1.527, O30 1.367, H59 1.083, H60 1.089
30 O 0.693 -1.914 0.108  C29 1.367, O31 1.438
31 O 1.918 -1.375 0.634  O30 1.438, H61 0.973
32 H 3.991 2.560 2.022  C1 1.090
33 H 4.644 2.750 0.414  C1 1.091
34 H 5.351 1.543 1.490  C1 1.089
35 H 3.963 0.063 0.321  C2 1.093
36 H 2.792 0.602 1.487  C2 1.091
37 H 2.311 -0.175 -2.461  C4 1.095
38 H 2.251 1.483 -3.045  C4 1.092
39 H 4.678 0.007 -1.907  C5 1.090
40 H 4.687 1.742 -2.196  C5 1.092
41 H 4.448 0.618 -3.547  C5 1.089
42 H 0.104 2.263 -0.894  C6 1.090
43 H 0.854 0.558 2.371  C8 1.097
44 H -0.438 1.665 2.852  C8 1.090
45 H -1.365 -0.774 3.045  C10 1.092
46 H -0.045 -1.475 2.169  C10 1.083
47 H -3.004 -1.916 1.867  C11 1.088
48 H -2.069 -2.091 0.415  C11 1.089
49 H -3.144 0.369 0.772  C19 1.091
50 H -2.724 0.645 2.431  C19 1.096
51 H -2.319 2.839 1.956  N20 1.012
52 H -4.578 2.809 1.315  C21 1.095
53 H -4.110 2.037 -0.209  C21 1.092
54 H -3.675 3.717 0.097  C21 1.090
55 H -1.909 1.619 -0.862  C23 1.083
56 H -2.311 -0.080 -1.091  C23 1.088
57 H -1.502 1.642 -3.091  C24 1.089
58 H 0.029 0.912 -2.725  C24 1.089
59 H 0.853 -0.685 -1.504  C29 1.083
60 H -0.676 -1.549 -1.183  C29 1.089
61 H 2.093 -2.043 1.319  O31 0.973